Entry from the OMol25 dataset: one molecule with the formula C22H26N4O2 (ωB97M-V/def2-TZVPD).

Each line ends with the Löwdin charge.
Geometry (Å):
C -0.01163 2.83743 -2.95371  -0.02
C -0.72695 1.62951 -2.43997  -0.22
C -2.06451 1.45708 -2.63558  0.04
C -2.79235 0.31231 -2.18842  -0.40
O -3.97500 0.08415 -2.35270  0.07
N -1.98597 -0.61584 -1.48450  0.15
C -0.65113 -0.45729 -1.23252  -0.11
C 0.02910 0.64934 -1.72914  -0.13
C 1.41324 0.83019 -1.61038  -0.23
N 2.54600 1.02949 -1.56880  0.19
N -0.20247 -1.52648 -0.51417  0.05
C -1.26063 -2.40151 -0.34119  -0.13
C -1.32957 -3.64829 0.25828  -0.01
C -2.55775 -4.28727 0.25328  -0.08
C -3.68008 -3.70796 -0.32929  -0.08
C -3.61800 -2.46916 -0.94411  0.01
C -2.39140 -1.82999 -0.94522  -0.10
H -4.47378 -2.01177 -1.41078  0.11
H -4.61883 -4.23903 -0.30907  0.10
H -2.64342 -5.26062 0.71154  0.10
H -0.46296 -4.11229 0.70045  0.11
C 1.08001 -1.67463 0.11752  -0.06
H 1.51307 -2.63983 -0.16604  0.14
H 1.74106 -0.87861 -0.22617  0.10
C 1.01004 -1.61484 1.66326  -0.34
O 2.28566 -1.88590 2.17298  -0.02
H 2.85894 -1.15411 1.90711  0.09
C 0.44846 -0.26756 2.16517  -0.12
N 1.42361 0.79776 1.99976  -0.16
C 0.85681 2.04665 1.52012  -0.19
C 1.97522 3.01531 1.14839  -0.16
C 2.87089 3.30078 2.35262  -0.39
C 4.03382 4.20972 1.97107  -0.07
H 3.66667 5.16182 1.59478  0.08
H 4.63766 3.74435 1.19549  0.08
H 4.66796 4.40204 2.83367  0.07
C 3.36559 1.96414 2.90330  -0.15
C 2.18371 1.05333 3.21640  -0.19
H 2.53593 0.10549 3.62711  0.12
H 1.54457 1.53364 3.98109  0.13
H 3.95507 2.11901 3.80865  0.12
H 4.00038 1.48423 2.15627  0.12
H 2.27320 3.79778 3.12664  0.14
H 1.53726 3.94262 0.77365  0.12
H 2.57340 2.56945 0.35210  0.09
H 0.24502 1.84073 0.63842  0.10
H 0.20578 2.50957 2.28501  0.13
H -0.45869 -0.04093 1.59869  0.12
H 0.15517 -0.38301 3.21870  0.13
H 0.36427 -2.41792 2.03329  0.14
H -2.64002 2.19699 -3.16850  0.12
H 0.76949 2.54318 -3.65417  0.10
H 0.47251 3.36781 -2.13396  0.09
H -0.70162 3.51010 -3.45503  0.08

Forces on atoms 1 to 3 (eV/Å):
C -0.1 0.0 -0.1
C -0.3 -0.2 0.1
C 0.1 0.3 -0.1

The value obtained for the calculated total energy is -33292.5844 eV. The value obtained for the HOMO energy is -7.958 eV. Its LUMO energy is 0.42 eV. As for the HOMO-LUMO gap: 8.378 eV.